Entry w
Formula: C5H13NO2
Source: the Open Molecules 2025 dataset
Level of theory: ωB97M-V with the def2-TZVPD basis set

Computed properties:
E_LUMO in eV: 0.754
SMILES string: C[C@@H](O)CCNCO
HOMO-LUMO gap in eV: 9.965
HOMO in eV: -9.2111

```
! RIJCOSX wB97M-V def2-TZVPD def2/J DEFGRID3
* xyz 0 1
C 0.185 1.455 -0.219
N -0.707 1.213 -1.361
C -0.620 -0.285 -1.819
O -0.918 -0.229 -3.153
C -0.050 0.736 1.114
C 0.507 -0.693 1.286
C 1.888 -0.666 1.888
O -0.355 -1.347 2.232
H 1.193 1.501 -0.642
H -0.071 2.532 0.007
H -1.674 1.403 -1.121
H 0.332 -0.732 -1.499
H -1.404 -0.915 -1.365
H -0.388 0.320 -3.732
H -1.105 0.648 1.365
H 0.251 1.432 1.895
H 0.270 -1.324 0.426
H 2.099 0.175 2.559
H 2.621 -0.600 1.078
H 2.155 -1.637 2.301
H -1.050 -1.861 1.796
*
```

---

Entry x
Formula: C5H13NO2
Source: the Open Molecules 2025 dataset
Level of theory: ωB97M-V with the def2-TZVPD basis set

Computed properties:
E_LUMO in eV: 0.941
SMILES string: C[C@@H](O)CCNCO
HOMO-LUMO gap in eV: 9.874
HOMO in eV: -8.9334

```
! RIJCOSX wB97M-V def2-TZVPD def2/J DEFGRID3
* xyz 0 1
C 1.105 -0.646 -0.584
N 1.383 0.763 -0.689
C 0.375 1.565 -1.427
O 0.918 2.823 -1.724
C 0.502 -1.229 0.691
C -0.996 -0.823 0.923
C -2.030 -1.902 0.525
O -1.129 -0.400 2.257
H 0.431 -0.890 -1.418
H 1.972 -1.307 -0.774
H 1.808 1.133 0.150
H 0.219 0.939 -2.310
H -0.575 1.838 -0.935
H 1.865 2.634 -1.730
H 0.979 -0.950 1.625
H 0.655 -2.306 0.589
H -1.208 0.139 0.427
H -2.163 -2.596 1.361
H -1.685 -2.444 -0.349
H -3.035 -1.520 0.359
H -1.176 -1.003 2.996
*
```

---

Which structure is most stable? entry x, by 10.4 kcal/mol over the runner-up.

---

Entry w
Formula: C5H13NO2
Source: the Open Molecules 2025 dataset
Level of theory: ωB97M-V with the def2-TZVPD basis set

Computed properties:
E_LUMO in eV: 0.665
SMILES string: CNCCCC=O.O
HOMO-LUMO gap in eV: 9.403
HOMO in eV: -8.7380

```
! RIJCOSX wB97M-V def2-TZVPD def2/J DEFGRID3
* xyz 0 1
O 1.812 1.556 2.767
C 1.139 0.622 2.401
C 1.105 0.125 0.991
C 0.677 -1.329 0.813
C -0.722 -1.552 0.182
C -0.589 -0.255 -1.908
N -0.824 -1.564 -1.258
H 0.511 0.125 3.172
H 0.496 0.839 0.428
H 2.081 0.363 0.549
H 0.697 -1.790 1.778
H 1.387 -1.882 0.188
H -1.181 -2.444 0.588
H -1.356 -0.777 0.615
H 0.470 -0.178 -2.155
H -1.214 -0.179 -2.794
H -0.766 0.559 -1.208
H -0.156 -2.232 -1.619
H -0.461 3.653 -1.309
H -1.976 3.249 -1.320
O -1.130 3.092 -0.902
*
```

---

Entry x
Formula: C5H13NO2
Source: the Open Molecules 2025 dataset
Level of theory: ωB97M-V with the def2-TZVPD basis set

Computed properties:
E_LUMO in eV: 0.790
SMILES string: CC(C)CNC=O.O
HOMO-LUMO gap in eV: 10.569
HOMO in eV: -9.7795

```
! RIJCOSX wB97M-V def2-TZVPD def2/J DEFGRID3
* xyz 0 1
O 1.469 -0.241 1.828
C 0.837 0.785 2.119
N 0.213 1.596 1.301
C 0.064 1.209 -0.099
C -1.134 0.144 -0.408
C -1.019 -1.165 0.368
C -1.142 -0.064 -1.927
H 0.854 1.139 3.168
H -0.414 2.278 1.694
H -0.051 2.071 -0.674
H 1.026 0.730 -0.404
H -2.037 0.677 -0.090
H -1.755 -1.867 0.105
H -0.038 -1.680 0.330
H -1.232 -0.928 1.454
H -1.694 0.677 -2.512
H -1.531 -0.996 -2.222
H -0.073 -0.142 -2.265
H 2.132 -1.218 0.065
H 3.226 -1.593 -0.958
O 2.297 -1.411 -0.874
*
```

---

Which structure is most stable? entry x, by 28.4 kcal/mol over the runner-up.

---

Entry w
Formula: C14H16O
Source: the Open Molecules 2025 dataset
Level of theory: ωB97M-V with the def2-TZVPD basis set

Computed properties:
E_LUMO in eV: 0.776
SMILES string: Cc1ccc(O)cc1.Cc1ccccc1
HOMO-LUMO gap in eV: 8.986
HOMO in eV: -8.2097

```
! RIJCOSX wB97M-V def2-TZVPD def2/J DEFGRID3
* xyz 0 1
C -1.591 -3.934 -3.187
C -0.748 -1.759 0.456
C -2.030 -1.928 0.106
C 0.251 -2.304 -0.292
C -2.335 -2.601 -1.055
C 0.006 -3.046 -1.408
C -1.338 -3.197 -1.821
H -0.489 -0.996 1.216
H -2.860 -1.423 0.738
H 1.339 -2.467 0.103
H -3.300 -2.684 -1.408
H 0.811 -3.742 -1.775
H -1.358 -3.223 -3.978
H -2.688 -4.270 -3.165
H -0.995 -4.928 -3.387
C 1.507 4.031 3.276
C -0.322 2.493 0.299
C 0.671 1.772 -0.309
C -0.017 3.225 1.434
C 1.320 3.243 1.991
C 1.956 1.687 0.236
C 2.265 2.433 1.388
O 0.371 1.171 -1.501
H -1.320 2.538 -0.142
H -0.894 3.545 2.017
H 2.581 1.080 -0.304
H 1.034 0.683 -2.016
H 1.338 3.332 4.131
H 0.902 4.878 3.501
H 3.273 2.263 1.553
H 2.658 4.124 3.302
*
```

---

Entry x
Formula: C14H16O
Source: the Open Molecules 2025 dataset
Level of theory: ωB97M-V with the def2-TZVPD basis set

Computed properties:
E_LUMO in eV: 0.800
SMILES string: Cc1ccc(O)cc1.Cc1ccccc1
HOMO-LUMO gap in eV: 8.703
HOMO in eV: -7.9034

```
! RIJCOSX wB97M-V def2-TZVPD def2/J DEFGRID3
* xyz 0 1
C -2.786 -4.348 -0.574
C -0.236 -1.552 -0.967
C -1.416 -2.304 -1.181
C 0.720 -2.071 -0.144
C -1.534 -3.591 -0.498
C 0.639 -3.291 0.473
C -0.444 -4.009 0.303
H 0.070 -0.623 -1.481
H -2.081 -1.863 -1.914
H 1.699 -1.542 0.004
H 1.477 -3.551 1.087
H -3.707 -3.739 -0.697
H -2.973 -4.979 0.369
H -0.573 -4.865 0.767
H -2.736 -5.180 -1.386
C 0.354 4.355 -1.586
C 1.659 1.452 0.424
C 1.231 1.884 1.750
C 1.381 2.385 -0.670
C 0.732 3.596 -0.373
C 0.744 3.223 2.047
C 0.424 4.001 0.998
O 1.375 0.900 2.684
H 2.094 0.429 0.332
H 1.588 2.169 -1.677
H 0.511 3.326 3.088
H 0.877 1.277 3.505
H -0.139 5.277 -1.219
H -0.117 3.704 -2.375
H -0.256 4.939 0.972
H 1.421 4.591 -2.062
*
```

---

Entry y
Formula: C14H16O
Source: the Open Molecules 2025 dataset
Level of theory: ωB97M-V with the def2-TZVPD basis set

Computed properties:
E_LUMO in eV: 0.695
SMILES string: Cc1ccc(O)cc1.Cc1ccccc1
HOMO-LUMO gap in eV: 8.705
HOMO in eV: -8.0097

```
! RIJCOSX wB97M-V def2-TZVPD def2/J DEFGRID3
* xyz 0 1
C 1.873 1.792 0.178
C -1.843 1.873 -1.796
C -0.607 1.727 -2.618
C -1.750 2.306 -0.506
C 0.554 1.698 -1.860
C -0.525 2.537 0.122
C 0.581 2.100 -0.538
O -3.051 1.687 -2.286
H -0.514 1.455 -3.620
H -3.057 1.578 -3.337
H -2.613 2.662 0.065
H 1.570 1.391 -2.097
H -0.645 2.804 1.166
H 2.689 1.503 -0.553
H 1.856 0.986 0.869
H 2.117 2.450 0.978
C -1.529 -2.007 2.388
C 1.937 -1.857 -0.114
C 2.026 -2.290 1.232
C 0.642 -1.684 -0.729
C 0.898 -2.504 1.950
C -0.420 -1.882 0.108
C -0.344 -2.159 1.447
H 2.803 -2.119 -0.762
H 3.150 -2.289 1.697
H 0.509 -1.499 -1.835
H 1.020 -2.862 2.960
H -1.504 -1.644 -0.414
H -1.360 -1.816 3.430
H -2.375 -2.877 2.386
H -2.090 -1.061 2.088
*
```

---

Which structure is most stable? entry w, by 11.7 kcal/mol over the runner-up.

---

Entry w
Formula: CH4SSi
Source: the Open Molecules 2025 dataset
Level of theory: ωB97M-V with the def2-TZVPD basis set

Computed properties:
E_LUMO (spin up / spin down) in eV: -2.465 / -2.445
SMILES string: [SiH3]C=S
HOMO-LUMO gap (spin up / spin down) in eV: 6.712 / 6.744
HOMO (spin up / spin down) in eV: -9.1773 / -9.1884

```
! RIJCOSX wB97M-V def2-TZVPD def2/J DEFGRID3
* xyz 0 1
C -0.838 0.197 -0.691
Si 0.815 0.093 0.237
S -2.600 -0.532 0.384
H -1.415 0.176 -1.661
H 1.749 -0.884 -0.422
H 0.685 -0.440 1.758
H 1.605 1.390 0.395
*
```

---

Entry x
Formula: CH4SSi
Source: the Open Molecules 2025 dataset
Level of theory: ωB97M-V with the def2-TZVPD basis set

Computed properties:
E_LUMO in eV: -0.114
HOMO-LUMO gap in eV: 10.920
HOMO in eV: -11.0347

```
! RIJCOSX wB97M-V def2-TZVPD def2/J DEFGRID3
* xyz 0 1
C -2.363 0.139 0.958
Si 1.087 0.006 -0.148
S -3.041 -0.053 -0.391
H 0.337 -0.749 0.878
H 0.914 -0.254 -1.520
H 2.380 -0.527 0.097
H 0.686 1.439 0.126
*
```

---

Which structure is most stable? entry x, by 36.6 kcal/mol over the runner-up.

---

Entry w
Formula: C5H6O
Source: the Open Molecules 2025 dataset
Level of theory: ωB97M-V with the def2-TZVPD basis set

Computed properties:
E_LUMO in eV: 0.931
HOMO-LUMO gap in eV: 9.567
HOMO in eV: -8.6364

```
! RIJCOSX wB97M-V def2-TZVPD def2/J DEFGRID3
* xyz 0 1
C 1.106 -0.375 -0.373
C 0.325 0.929 -0.236
C -1.077 0.667 -0.817
O -1.108 -0.747 -0.965
C -0.214 -1.003 0.105
C -0.527 0.340 0.845
H 1.905 -0.457 0.368
H 1.459 -0.678 -1.363
H 0.720 1.940 -0.258
H -1.696 0.746 0.312
H -0.297 -2.017 0.497
H -0.598 0.655 1.886
*
```

---

Entry x
Formula: C5H6O
Source: the Open Molecules 2025 dataset
Level of theory: ωB97M-V with the def2-TZVPD basis set

Computed properties:
E_LUMO in eV: 1.005
SMILES string: O=CCC1C=C1
HOMO-LUMO gap in eV: 10.203
HOMO in eV: -9.1973

```
! RIJCOSX wB97M-V def2-TZVPD def2/J DEFGRID3
* xyz 0 1
C 0.932 -0.442 -0.351
C 0.301 0.920 -0.060
C -1.182 1.104 0.016
O -1.185 -1.543 -0.678
C -0.029 -1.608 -0.331
C -0.557 1.154 1.146
H 1.771 -0.649 0.326
H 1.363 -0.435 -1.365
H 0.913 1.747 -0.436
H -2.097 1.106 -0.554
H 0.393 -2.580 0.004
H -0.581 1.237 2.222
*
```

---

Which structure is most stable? entry x, by 59.7 kcal/mol over the runner-up.

---

Entry w
Formula: C5H6O
Source: the Open Molecules 2025 dataset
Level of theory: ωB97M-V with the def2-TZVPD basis set

Computed properties:
E_LUMO in eV: 0.856
HOMO-LUMO gap in eV: 9.718
HOMO in eV: -8.8620

```
! RIJCOSX wB97M-V def2-TZVPD def2/J DEFGRID3
* xyz 0 1
O 1.286 0.979 -1.826
C 0.575 0.565 -0.954
C -0.017 1.198 0.295
C -0.027 -0.233 0.907
C -1.137 -1.133 0.612
C 0.351 -0.855 -0.468
H 0.642 1.943 0.746
H -1.011 1.627 0.160
H 0.657 -0.445 1.725
H -1.900 -0.550 0.056
H -0.553 -1.496 -0.735
H 1.133 -1.601 -0.517
*
```

---

Entry x
Formula: C5H6O
Source: the Open Molecules 2025 dataset
Level of theory: ωB97M-V with the def2-TZVPD basis set

Computed properties:
E_LUMO in eV: 0.565
SMILES string: C#CC(=C)CO
HOMO-LUMO gap in eV: 9.824
HOMO in eV: -9.2587

```
! RIJCOSX wB97M-V def2-TZVPD def2/J DEFGRID3
* xyz 0 1
C 0.987 -0.521 0.634
C -0.091 0.394 0.139
C 0.000 1.714 -0.211
C -1.404 -0.236 -0.080
C -2.368 -0.991 -0.139
H 2.134 -0.449 -1.221
H 0.557 -1.516 1.317
H 1.794 0.073 1.149
H -0.843 2.188 -0.857
H 0.838 2.247 0.107
H -3.260 -1.683 -0.239
O 1.657 -1.221 -0.600
*
```

---

Which structure is most stable? entry x, by 9.4 kcal/mol over the runner-up.

---

Entry w
Formula: C5H6O
Source: the Open Molecules 2025 dataset
Level of theory: ωB97M-V with the def2-TZVPD basis set

Computed properties:
E_LUMO in eV: 0.771
SMILES string: C/C=C\C=C=O
HOMO-LUMO gap in eV: 9.618
HOMO in eV: -8.8470

```
! RIJCOSX wB97M-V def2-TZVPD def2/J DEFGRID3
* xyz 0 1
C 1.315 1.124 -0.485
C 0.544 0.699 0.732
C -0.498 -0.131 0.826
C -1.204 -0.920 -0.216
C -0.851 -2.123 -0.613
O -0.621 -3.209 -0.969
H 2.268 0.580 -0.551
H 0.754 0.940 -1.407
H 1.567 2.191 -0.428
H 0.886 1.107 1.685
H -0.909 -0.307 1.820
H -2.305 -0.988 -0.229
*
```

---

Entry x
Formula: C5H6O
Source: the Open Molecules 2025 dataset
Level of theory: ωB97M-V with the def2-TZVPD basis set

Computed properties:
E_LUMO in eV: 0.856
SMILES string: OC=C=C1CC1
HOMO-LUMO gap in eV: 9.284
HOMO in eV: -8.4277

```
! RIJCOSX wB97M-V def2-TZVPD def2/J DEFGRID3
* xyz 0 1
O -1.955 -1.536 -1.930
C 0.295 0.232 0.201
C 1.493 0.140 1.055
C 0.325 1.047 1.428
C -0.344 -0.139 -0.860
C -1.031 -0.525 -1.908
H -2.057 -1.863 -1.026
H 1.661 -0.760 1.642
H 2.401 0.615 0.689
H -0.318 0.729 2.246
H 0.455 2.124 1.348
H -0.925 -0.066 -2.885
*
```

---

Which structure is most stable? entry w, by 32.7 kcal/mol over the runner-up.

---

Entry w
Formula: C5H6O
Source: the Open Molecules 2025 dataset
Level of theory: ωB97M-V with the def2-TZVPD basis set

Computed properties:
E_LUMO in eV: 0.912
SMILES string: CC#C[C@H]1CO1
HOMO-LUMO gap in eV: 10.285
HOMO in eV: -9.3728

```
! RIJCOSX wB97M-V def2-TZVPD def2/J DEFGRID3
* xyz 0 1
C 1.294 2.050 -0.231
C 0.507 0.880 -0.558
C -0.069 -0.173 -0.664
C -0.472 -1.431 -0.065
C -0.972 -1.346 1.318
O -1.826 -1.702 0.224
H 1.244 2.683 -1.116
H 0.873 2.551 0.658
H 2.330 1.740 -0.013
H 0.229 -2.246 -0.272
H -1.147 -0.395 1.848
H -0.782 -2.183 1.983
*
```

---

Entry x
Formula: C5H6O
Source: the Open Molecules 2025 dataset
Level of theory: ωB97M-V with the def2-TZVPD basis set

Computed properties:
E_LUMO in eV: 0.034
HOMO-LUMO gap in eV: 8.650
HOMO in eV: -8.6162

```
! RIJCOSX wB97M-V def2-TZVPD def2/J DEFGRID3
* xyz 0 1
O -0.502 2.569 -0.496
C -0.620 1.414 -0.201
C -1.376 0.181 -0.256
C 0.512 -1.624 -0.263
C 1.326 -0.400 -0.170
C 0.061 0.254 0.437
H -2.202 -0.001 0.424
H -1.454 -0.324 -1.214
H 0.486 -2.030 0.774
H 1.616 0.069 -1.118
H 2.145 -0.325 0.560
H 0.008 0.216 1.523
*
```

---

Entry y
Formula: C5H6O
Source: the Open Molecules 2025 dataset
Level of theory: ωB97M-V with the def2-TZVPD basis set

Computed properties:
E_LUMO in eV: 0.976
SMILES string: C#CC[C@H]1CO1
HOMO-LUMO gap in eV: 10.999
HOMO in eV: -10.0237

```
! RIJCOSX wB97M-V def2-TZVPD def2/J DEFGRID3
* xyz 0 1
C -1.054 1.705 0.185
C -0.577 1.054 1.088
C 0.086 -0.250 1.294
C -0.155 -0.745 -0.140
C 0.783 -0.378 -1.180
O 0.653 -1.738 -0.811
H -1.442 2.226 -0.653
H -0.379 -0.896 2.047
H 1.153 -0.149 1.522
H -1.223 -0.848 -0.328
H 1.709 0.097 -0.852
H 0.446 -0.078 -2.171
*
```

---

Which structure is most stable? entry w, by 11.2 kcal/mol over the runner-up.